(1)
C6H15N | ωB97M-V/def2-TZVPD

Computed properties:
HOMO energy (eV): -8.161
Relative energy (zero: lowest compared OMol25 entry of this formula, charge and spin) (kJ/mol): 750.97
Energy (eV): -7947.9833

Positions of all 22 atoms, in Å:
1 C -1.9471 -1.9087 2.1604
2 C -1.4699 -1.5268 0.7848
3 C -0.0005 -1.4508 0.3341
4 C 0.0120 -0.2828 -0.6665
5 C -0.3222 1.1086 -0.1161
6 C 1.9426 2.1379 -0.6002
7 N 1.8993 1.9546 -1.9892
8 H -3.0605 -1.8621 2.2378
9 H -1.5972 -1.1332 2.9125
10 H -1.5308 -2.9111 2.5162
11 H -1.9024 -0.5751 0.5934
12 H -1.8733 -2.3717 0.1934
13 H 0.4181 -2.4122 -0.1073
14 H 0.5771 -1.1833 1.2376
15 H 0.9986 -0.2731 -1.2048
16 H -0.6602 -0.5375 -1.5233
17 H -1.0379 1.0582 0.7035
18 H -0.7020 1.6460 -0.9979
19 H 1.8413 3.0597 -0.0238
20 H 2.3165 1.3428 0.1225
21 H 2.7869 2.1502 -2.4410
22 H 0.8848 1.6828 -1.4941

(2)
C6H15N | ωB97M-V/def2-TZVPD

Computed properties:
Expectation value of S²: 0.796
HOMO energy (alpha / beta) (eV): -14.553 / -15.559
Charge: +1
Spin multiplicity: 2
Relative energy (zero: lowest compared OMol25 entry of this formula, charge and spin) (kJ/mol): 624.35
Energy (eV): -7940.9456

Positions of all 22 atoms, in Å:
1 C -1.4687 0.7983 -0.9955
2 N -0.1710 0.3025 -1.3680
3 C 0.8970 0.8535 -0.5999
4 C 2.2067 0.1000 -0.6726
5 C 2.4439 -0.6982 0.6035
6 C -1.9837 0.3257 0.3702
7 C -1.9678 -1.2087 0.5423
8 H -2.2485 0.5374 -1.7199
9 H -1.4818 1.9939 -0.9593
10 H 0.3183 0.6275 1.5286
11 H 0.9285 1.9286 -0.4912
12 H 0.3042 0.1439 0.0267
13 H 2.0857 -0.5610 -1.5777
14 H 3.0090 0.8271 -0.9153
15 H 1.8673 -1.6496 0.5872
16 H 1.9553 -0.0473 1.3926
17 H 3.4674 -0.8766 0.7850
18 H -1.2438 0.7823 1.1195
19 H -2.9740 0.6951 0.5701
20 H -3.0552 -1.6295 0.6658
21 H -1.5038 -1.7070 -0.3138
22 H -1.3851 -1.5379 1.4216